Entry 1:
15
Properties=species:S:1:pos:R:3:forces:R:3:mulliken_charge:R:1 method="wB97M-V/def2-TZVPD" smiles="[H]/N=C1/C[C@@H]1[C@@H]([NH3+])I" lumo_ha=-0.1464 gap_ev=8.86 fmax_ev_per_a=4.69 de_lowest_kcal_mol=80.88 charge=+1
C -0.9565 -1.5822 0.1071 0.7640 4.5305 0.9335 0.401
C -1.6845 -0.2721 0.3142 1.2779 -1.7940 2.1902 -0.595
C -0.1255 -0.4015 0.6181 1.6341 0.5730 -2.6758 -0.521
C 0.9115 0.3741 -0.4359 -2.7202 -1.9189 -1.1703 -0.646
N -1.0834 -2.7177 -0.2770 0.8523 -4.1288 -1.3738 -0.550
N 0.9462 1.8608 -0.1303 0.9671 0.4025 2.1665 -0.287
I 2.8577 -0.4622 -0.4109 -0.2566 0.1627 0.0224 0.250
H -1.8326 0.2865 -0.5654 -0.6973 0.6035 -0.8871 0.285
H -2.3830 -0.1896 1.1792 0.5830 0.1439 -0.9405 0.290
H 0.4381 -0.4382 1.5348 -0.6951 -0.1074 0.7996 0.519
H 0.4541 0.2904 -1.5154 1.1252 0.0896 2.0591 0.424
H -0.2480 -3.3986 -0.3878 -1.5064 1.8409 0.6064 0.293
H 0.3799 1.9754 0.7396 0.8007 0.0376 -0.2488 0.374
H 1.9347 2.3072 0.0219 -2.1767 -1.0589 -0.5143 0.403
H 0.3914 2.3676 -0.7920 0.0481 0.6238 -0.9671 0.360

=====

Entry 2:
29
Properties=species:S:1:pos:R:3:forces:R:3:lowdin_spin:R:1 method="wB97M-V/def2-TZVPD" multiplicity=5 lumo_ha="-0.1218 / -0.1942" gap_ev="7.93 / 5.88" fmax_ev_per_a=7.32 de_lowest_kcal_mol=69.98 charge=+1
C 0.2698 0.7682 -1.5775 -1.2461 1.5743 -0.5475 0.204
C -0.2496 1.9798 -2.0762 1.0890 -1.3003 0.7934 0.079
C -1.6415 1.7847 -2.3918 0.0302 -0.8238 0.3885 0.363
C -2.0012 0.4500 -2.0559 0.9157 -0.8226 0.8332 0.022
C -0.8589 -0.2033 -1.5181 -1.0050 1.4239 -1.0442 0.310
Os 0.4151 -0.5077 2.2158 2.3768 -3.7741 -5.8059 2.146
P 2.3841 -1.3120 1.6116 2.5755 -1.0604 -1.3700 0.218
H 1.2947 0.5469 -1.2925 -0.2355 0.1930 -0.0708 0.010
H 0.2582 2.9367 -2.1833 0.0568 -0.4552 -0.0757 -0.001
H -2.3141 2.5285 -2.8066 0.1763 -0.1158 0.0569 0.018
H -0.7934 -1.2255 -1.1524 -0.0572 0.2063 -0.1761 0.021
H -2.9890 0.0129 -2.1635 0.2462 0.0804 -0.0506 -0.006
H 3.6086 -1.0892 2.3135 -0.4124 -0.1832 -0.4053 0.006
H 2.7397 -0.8777 0.2714 0.0924 -0.3135 0.8492 0.050
H 2.4053 -2.7325 1.3808 0.1684 0.6716 0.2323 0.024
N -1.4286 0.4168 1.7474 -0.0284 0.5959 -0.4030 0.119
C -1.3725 -0.1364 3.0635 -3.1534 1.8387 1.6132 0.065
C -2.5248 -0.6961 3.6496 0.3194 -0.9369 0.9191 0.043
C -2.5112 -0.9331 5.0205 -0.7130 -0.2930 -1.2180 0.002
C -1.4518 -0.5006 5.8346 0.8663 0.5169 -0.0352 0.057
C -0.3205 0.1091 5.2929 -0.0832 -0.5436 -0.5215 0.011
C -0.2073 0.1768 3.8645 -2.4817 1.5266 4.2310 0.167
H -2.1017 0.0360 1.0916 0.0503 -0.1440 0.0621 0.013
H -1.3414 1.4221 1.6147 -0.0627 -0.1173 0.3001 0.010
H -3.3519 -0.9670 2.9873 0.0726 0.1506 0.4753 0.003
H -3.3644 -1.4504 5.4638 0.2532 0.3121 -0.0372 -0.001
H -1.5418 -0.6545 6.9132 0.1792 0.1666 -0.3802 0.003
H 0.5084 0.4705 5.9056 -0.3453 -0.1926 -0.1118 0.001
H 0.6978 0.7109 3.3373 0.3558 1.8193 1.4987 0.041

=====

Entry 3:
72
Properties=species:S:1:pos:R:3:forces:R:3:mulliken_charge:R:1 method="wB97M-V/def2-TZVPD" smiles=CCO.CCO.CCO.CCO.CO.CO.CO.CO.CO.CO lumo_ha=0.0104 gap_ev=9.35 fmax_ev_per_a=2.48 de_lowest_kcal_mol=90.95
C 0.6305 2.3281 3.8470 0.6175 -0.4345 -0.0871 -0.326
C 1.9935 2.9211 4.0960 -0.7377 1.0816 0.6179 -0.316
O 2.1790 4.0934 3.2978 0.8449 -0.3240 -0.0791 -0.560
H -0.1358 2.9377 4.3255 -0.1092 0.0934 -0.2748 0.486
H 0.5974 1.3479 4.3181 -0.0933 0.0117 -0.1102 -0.238
H 0.4950 2.2524 2.7683 -0.3922 -0.1441 0.0717 0.182
H 2.8384 2.2553 3.9323 -0.1488 0.0084 -0.4400 0.189
H 1.9996 3.1532 5.1658 0.4353 0.2854 0.1064 0.305
H 1.4818 4.7435 3.4106 -0.2038 -0.2455 0.2914 0.305
C -4.6992 -1.6836 0.5405 -0.8118 -0.9284 1.0347 -0.825
C -3.8772 -2.9141 1.0321 0.2295 2.0132 -0.1217 -0.250
O -2.7081 -2.9947 0.2690 0.8937 -0.9119 -0.5613 -0.601
H -5.6436 -1.6779 1.0924 -0.1336 0.0550 -0.0258 0.427
H -4.9600 -1.6549 -0.5166 0.3542 -0.2331 -0.0783 0.218
H -4.1881 -0.7708 0.8436 0.2159 -0.0322 -0.2854 0.156
H -4.3273 -3.9048 1.0331 -0.3737 0.2485 -0.2417 0.328
H -3.5776 -2.6550 2.0526 -0.2735 -0.3351 0.3032 0.191
H -2.2119 -2.1640 0.2669 -0.0418 0.3655 0.2509 0.521
C 0.7015 -0.2045 -0.2410 0.5735 1.3397 0.3137 -0.429
C -0.6401 0.4844 -0.3842 1.1422 0.3298 0.7854 -0.166
O -1.5708 -0.3537 0.2587 -1.5475 -0.2395 -0.5000 0.020
H 1.4810 0.5511 -0.3717 0.1836 -0.2233 -0.8442 0.402
H 0.7880 -1.0646 -0.9013 0.2170 0.0332 0.1007 0.115
H 0.8788 -0.4458 0.8093 -0.3770 -0.5914 0.0130 0.220
H -0.8510 0.7669 -1.4151 -0.5248 -0.7482 -0.0529 -0.510
H -0.6236 1.4563 0.1183 0.1042 0.0381 0.1941 0.216
H -1.4696 -0.2378 1.2102 0.1365 0.0330 0.2482 0.173
C 3.1065 0.8605 -5.0324 -0.2821 0.5271 0.8341 -1.137
C 3.1025 -0.3692 -4.1305 2.2824 -0.3315 -0.9187 -0.220
O 2.6738 -0.0895 -2.8299 -1.3745 0.1320 0.1265 -0.528
H 3.9073 0.9119 -5.7683 -0.1520 -0.4970 -0.1433 0.369
H 3.2531 1.7366 -4.3982 -0.0150 0.0558 0.0081 0.343
H 2.1236 0.9759 -5.4888 0.1466 0.0768 -0.2842 0.173
H 4.1202 -0.7252 -3.9319 0.3302 0.0577 -0.8682 0.403
H 2.6332 -1.1884 -4.6840 -0.6689 -0.1274 0.5652 0.256
H 3.1965 -0.6626 -2.2534 -0.1118 0.1335 0.3999 0.346
C -0.2716 1.7816 -3.9422 0.3457 1.1499 -0.0680 -0.584
O 0.8489 2.0395 -3.1045 -0.3115 -0.3812 0.1241 -0.515
H -0.8049 0.8406 -3.8022 0.1861 -0.1101 0.2643 0.201
H -0.9337 2.6238 -3.7360 -0.3613 -0.2447 -0.0390 0.210
H 0.0028 1.8971 -4.9940 0.0328 -0.2824 -0.1456 0.356
H 1.4272 1.2658 -3.0377 -0.0757 -0.0619 0.0891 0.346
C -1.1281 -0.6552 4.4669 -0.1193 -0.6490 -1.0290 -0.804
O -0.7849 -0.2453 3.1273 -0.4999 0.2504 0.4010 -0.359
H -0.6713 -0.0918 5.2801 0.2871 0.1222 -0.2247 0.336
H -2.2081 -0.5663 4.5742 0.0189 0.1300 -0.1494 0.266
H -0.8899 -1.7184 4.5217 0.0794 -0.0197 0.5218 0.294
H 0.1679 -0.1517 3.0198 0.1535 -0.1420 0.2418 0.028
C -3.6347 2.3400 -1.5957 -0.7367 0.9083 1.0415 -0.454
O -4.1435 1.4401 -2.5243 0.0253 -0.5026 -1.1137 -0.474
H -3.8098 1.9064 -0.6076 0.7995 0.2320 0.2954 0.145
H -2.6079 2.6402 -1.7981 0.1213 -0.6567 0.0131 0.146
H -4.1890 3.2859 -1.5995 -0.1450 0.0954 -0.1090 0.342
H -4.9925 1.1403 -2.1927 -0.0228 -0.0775 -0.1173 0.298
C -2.7132 -1.6544 -3.0432 0.3337 0.3000 0.3864 -0.074
O -2.5637 -2.9056 -2.4153 -0.1648 -0.1297 -0.3867 -0.616
H -3.7393 -1.2901 -3.1380 -0.2214 -0.3485 -0.1451 0.200
H -2.2118 -0.8650 -2.4762 0.2130 0.0666 -0.0388 -0.255
H -2.2496 -1.7241 -4.0269 -0.1200 0.0633 -0.0558 0.354
H -2.7416 -2.8427 -1.4619 -0.0473 -0.1278 -0.1277 0.358
C 3.0405 -1.4612 3.9908 1.0732 0.8947 -0.7583 -0.682
O 2.5563 -0.4080 3.1369 -0.6316 -0.3156 0.2640 -0.336
H 2.2455 -1.8387 4.6273 -0.0084 0.0420 -0.1732 0.242
H 3.5094 -2.2244 3.3672 -0.3841 -0.4398 0.1572 0.261
H 3.8633 -1.0344 4.5676 -0.1903 -0.2267 0.5522 0.321
H 3.3166 0.0071 2.7226 -0.0177 0.0442 -0.0282 0.233
C 3.8684 -1.4236 0.2280 0.9237 1.2603 1.5612 -0.623
O 4.2954 -1.5684 -1.1127 -0.7291 -1.1558 0.0678 -0.624
H 3.3382 -0.4799 0.3508 -0.3205 -0.2343 -0.1273 0.128
H 3.3204 -2.2544 0.6731 -0.4053 -0.0196 -0.5803 0.373
H 4.7545 -1.3342 0.8657 0.1687 0.0191 -0.0084 0.362
H 4.0368 -2.4860 -1.2522 0.4166 -0.0251 -0.9040 0.360

=====

What did the second record say?
29
Properties=species:S:1:pos:R:3:forces:R:3:lowdin_spin:R:1 method="wB97M-V/def2-TZVPD" multiplicity=5 lumo_ha="-0.1218 / -0.1942" gap_ev="7.93 / 5.88" fmax_ev_per_a=7.32 de_lowest_kcal_mol=69.98 charge=+1
C 0.2698 0.7682 -1.5775 -1.2461 1.5743 -0.5475 0.204
C -0.2496 1.9798 -2.0762 1.0890 -1.3003 0.7934 0.079
C -1.6415 1.7847 -2.3918 0.0302 -0.8238 0.3885 0.363
C -2.0012 0.4500 -2.0559 0.9157 -0.8226 0.8332 0.022
C -0.8589 -0.2033 -1.5181 -1.0050 1.4239 -1.0442 0.310
Os 0.4151 -0.5077 2.2158 2.3768 -3.7741 -5.8059 2.146
P 2.3841 -1.3120 1.6116 2.5755 -1.0604 -1.3700 0.218
H 1.2947 0.5469 -1.2925 -0.2355 0.1930 -0.0708 0.010
H 0.2582 2.9367 -2.1833 0.0568 -0.4552 -0.0757 -0.001
H -2.3141 2.5285 -2.8066 0.1763 -0.1158 0.0569 0.018
H -0.7934 -1.2255 -1.1524 -0.0572 0.2063 -0.1761 0.021
H -2.9890 0.0129 -2.1635 0.2462 0.0804 -0.0506 -0.006
H 3.6086 -1.0892 2.3135 -0.4124 -0.1832 -0.4053 0.006
H 2.7397 -0.8777 0.2714 0.0924 -0.3135 0.8492 0.050
H 2.4053 -2.7325 1.3808 0.1684 0.6716 0.2323 0.024
N -1.4286 0.4168 1.7474 -0.0284 0.5959 -0.4030 0.119
C -1.3725 -0.1364 3.0635 -3.1534 1.8387 1.6132 0.065
C -2.5248 -0.6961 3.6496 0.3194 -0.9369 0.9191 0.043
C -2.5112 -0.9331 5.0205 -0.7130 -0.2930 -1.2180 0.002
C -1.4518 -0.5006 5.8346 0.8663 0.5169 -0.0352 0.057
C -0.3205 0.1091 5.2929 -0.0832 -0.5436 -0.5215 0.011
C -0.2073 0.1768 3.8645 -2.4817 1.5266 4.2310 0.167
H -2.1017 0.0360 1.0916 0.0503 -0.1440 0.0621 0.013
H -1.3414 1.4221 1.6147 -0.0627 -0.1173 0.3001 0.010
H -3.3519 -0.9670 2.9873 0.0726 0.1506 0.4753 0.003
H -3.3644 -1.4504 5.4638 0.2532 0.3121 -0.0372 -0.001
H -1.5418 -0.6545 6.9132 0.1792 0.1666 -0.3802 0.003
H 0.5084 0.4705 5.9056 -0.3453 -0.1926 -0.1118 0.001
H 0.6978 0.7109 3.3373 0.3558 1.8193 1.4987 0.041